1.
# C16H54BN10O10

9 unconnected molecules or ions with the total composition C16H54BN10O10 (ωB97M-V/def2-TZVPD, the OMol25 dataset).

Last column: Löwdin charge in e.
Atoms and positions in Å:
1 N -0.712 4.271 -3.460  0.22
2 H -1.352 3.659 -2.891  0.01
3 H 0.147 4.494 -2.888  -0.04
4 H -1.280 5.086 -3.657  0.12
5 H -0.270 3.801 -4.243  0.14
6 N -0.575 1.426 -0.281  0.24
7 H -0.765 2.188 0.379  0.06
8 H -0.622 0.517 0.181  0.07
9 H 0.286 1.814 -0.686  0.05
10 H -1.182 1.428 -1.109  0.02
11 B -2.612 2.454 -2.164  -0.33
12 H -3.718 2.461 -1.929  -0.03
13 H -2.211 1.410 -2.001  -0.05
14 H -2.466 2.667 -3.268  -0.01
15 H -2.018 3.176 -1.518  -0.01
16 C 2.043 3.669 -2.028  -0.81
17 O 3.178 3.512 -2.585  -0.11
18 O 1.394 4.733 -2.462  -0.18
19 O 1.331 2.618 -1.717  -0.14
20 C -2.016 -5.009 2.215  -0.10
21 O -1.306 -3.922 1.590  -0.19
22 C -2.186 -3.176 0.742  -0.24
23 C -1.618 -1.835 0.169  -0.17
24 N -1.203 -1.026 1.326  -0.08
25 C -2.283 -0.368 2.047  -0.18
26 C -1.598 0.357 3.255  -0.17
27 O -0.789 1.345 2.631  -0.23
28 C -0.242 2.310 3.478  -0.12
29 H -2.538 -5.697 1.551  0.08
30 H -2.729 -4.573 2.920  0.08
31 H -1.222 -5.465 2.804  0.09
32 H -3.013 -2.814 1.362  0.10
33 H -2.627 -3.762 -0.070  0.12
34 H -2.343 -1.395 -0.512  0.11
35 H -0.750 -2.196 -0.389  0.12
36 H -0.637 -1.603 1.932  0.11
37 H -2.920 -1.130 2.518  0.10
38 H -2.978 0.235 1.465  0.12
39 H -0.953 -0.328 3.807  0.12
40 H -2.430 0.812 3.799  0.12
41 H -1.045 2.925 3.904  0.08
42 H 0.414 2.999 2.949  0.09
43 H 0.277 1.886 4.344  0.08
44 C 2.677 0.126 0.662  -0.09
45 O 3.194 -1.167 0.856  -0.19
46 C 4.612 -1.188 1.074  -0.24
47 C 5.105 -2.505 1.594  -0.21
48 N 4.847 -3.591 0.600  -0.03
49 C 4.247 -4.722 1.322  -0.21
50 C 4.105 -5.801 0.241  -0.24
51 O 3.197 -5.320 -0.753  -0.20
52 C 3.384 -5.908 -2.007  -0.12
53 H 3.201 0.806 1.338  0.09
54 H 1.624 0.261 0.921  0.06
55 H 2.699 0.361 -0.405  0.10
56 H 4.797 -0.482 1.891  0.11
57 H 5.208 -0.930 0.195  0.13
58 H 4.535 -2.642 2.519  0.11
59 H 6.138 -2.406 1.932  0.11
60 H 4.305 -3.379 -0.224  0.10
61 H 3.239 -4.541 1.703  0.12
62 H 4.916 -5.209 2.032  0.12
63 H 3.663 -6.735 0.606  0.12
64 H 5.110 -6.089 -0.079  0.12
65 H 2.656 -5.634 -2.768  0.08
66 H 3.293 -7.003 -1.955  0.08
67 H 4.446 -5.695 -2.177  0.09
68 C -4.698 2.566 1.230  -0.70
69 O -5.187 2.237 2.315  -0.03
70 N -5.159 2.315 -0.003  0.15
71 N -3.443 3.104 1.252  0.17
72 H -5.936 1.731 -0.253  0.10
73 H -4.504 2.413 -0.782  0.01
74 H -3.033 3.150 2.165  0.09
75 H -2.972 3.232 0.370  0.05
76 C -0.661 5.112 0.417  -0.64
77 O -0.698 3.922 0.709  -0.01
78 N 0.102 5.710 -0.523  0.18
79 N -1.382 6.060 1.076  0.13
80 H 0.688 5.176 -1.189  0.02
81 H 0.154 6.696 -0.356  0.09
82 H -1.498 7.054 1.009  0.09
83 H -1.959 5.714 1.830  0.09
84 C -0.219 -0.965 -3.686  -0.71
85 O 0.617 -0.123 -3.431  0.06
86 N -1.507 -0.793 -3.275  0.15
87 N -0.002 -2.174 -4.235  0.14
88 H -2.195 -1.514 -3.399  0.09
89 H -1.790 0.139 -3.006  0.05
90 H -0.719 -2.827 -4.491  0.08
91 H 0.943 -2.493 -4.369  0.10

Computed properties:
- Total charge: -1
- Multiplicity: 1
- LUMO energy: 2.23 eV
- E_HOMO: -3.23 eV

---

2.
# C16H54N4O11

11 unconnected molecules or ions with the total composition C16H54N4O11 (ωB97M-V/def2-TZVPD, the OMol25 dataset).

Last column: Löwdin charge in e.
Atoms and positions in Å:
1 N 12.888 -6.398 -3.292  0.17
2 C 12.122 -5.975 -4.289  -0.63
3 N 12.699 -5.995 -5.440  0.15
4 O 10.774 -5.701 -4.235  -0.13
5 H 12.504 -6.426 -2.358  0.12
6 H 13.838 -6.652 -3.415  0.10
7 H 11.988 -6.078 -6.180  0.12
8 H 13.653 -5.763 -5.740  0.05
9 N 14.017 -1.736 -10.707  0.18
10 C 14.153 -1.353 -11.932  -0.69
11 N 14.320 -0.105 -12.054  0.16
12 O 14.223 -2.230 -12.958  -0.10
13 H 13.877 -2.768 -10.547  0.09
14 H 13.718 -1.203 -9.893  0.05
15 H 14.422 0.189 -13.010  0.12
16 H 14.921 0.345 -11.354  0.13
17 C 15.598 -7.160 -14.170  -0.06
18 C 15.637 -6.410 -12.841  -0.34
19 O 16.708 -6.870 -12.079  -0.08
20 H 15.506 -8.270 -14.046  0.09
21 H 16.438 -6.907 -14.754  0.05
22 H 14.731 -6.817 -14.691  0.05
23 H 14.676 -6.483 -12.299  0.09
24 H 15.712 -5.378 -13.009  0.10
25 H 17.279 -6.080 -11.981  0.10
26 C 14.909 -3.840 -5.123  -0.09
27 C 16.052 -4.660 -5.701  -0.25
28 O 15.461 -5.947 -6.028  -0.10
29 H 14.116 -3.634 -5.813  0.03
30 H 15.110 -2.850 -4.724  0.08
31 H 14.393 -4.334 -4.247  0.09
32 H 16.964 -4.640 -5.057  0.12
33 H 16.473 -4.234 -6.599  0.09
34 H 16.165 -6.506 -6.295  0.04
35 C 14.382 -0.864 -7.003  -0.09
36 C 13.846 0.223 -7.903  -0.30
37 O 12.858 -0.290 -8.738  -0.10
38 H 15.108 -0.457 -6.275  0.09
39 H 14.946 -1.603 -7.526  0.05
40 H 13.613 -1.425 -6.460  0.06
41 H 14.627 0.621 -8.485  0.10
42 H 13.338 1.011 -7.341  0.12
43 H 12.245 -0.724 -8.130  0.04
44 C 12.560 -4.915 -13.091  -0.09
45 C 11.476 -3.924 -13.599  -0.26
46 O 11.145 -4.391 -14.922  -0.11
47 H 12.812 -4.763 -12.047  0.04
48 H 13.451 -4.940 -13.661  0.04
49 H 12.141 -5.932 -13.185  0.08
50 H 11.685 -2.835 -13.577  0.11
51 H 10.503 -4.055 -13.072  0.10
52 H 10.627 -5.183 -14.964  0.06
53 C 10.556 -3.524 -7.544  -0.04
54 C 10.861 -2.472 -6.356  -0.22
55 O 11.052 -1.177 -6.929  -0.10
56 H 11.385 -3.633 -8.278  0.05
57 H 9.717 -3.164 -8.102  0.06
58 H 10.366 -4.565 -7.275  0.06
59 H 11.743 -2.792 -5.818  0.08
60 H 10.046 -2.451 -5.711  0.09
61 H 10.534 -0.537 -6.403  0.12
62 C 10.081 -5.664 -10.220  -0.11
63 O 8.882 -4.999 -9.743  -0.10
64 H 10.968 -5.112 -9.852  0.06
65 H 9.931 -5.659 -11.286  0.07
66 H 10.152 -6.657 -9.890  0.06
67 H 8.282 -5.682 -9.723  0.02
68 C 13.993 -3.940 -8.601  -0.17
69 O 13.549 -4.421 -9.836  -0.17
70 H 15.104 -4.051 -8.664  0.09
71 H 13.667 -4.620 -7.833  0.06
72 H 13.726 -2.910 -8.372  0.05
73 H 13.764 -5.392 -9.833  0.05
74 C 17.080 -6.544 -8.882  -0.12
75 O 16.468 -7.570 -8.075  -0.14
76 H 17.877 -6.032 -8.331  0.09
77 H 16.461 -5.695 -9.141  0.07
78 H 17.548 -7.041 -9.747  0.09
79 H 17.207 -7.991 -7.610  0.10
80 C 13.216 -7.600 -9.028  -0.14
81 O 14.234 -7.085 -9.824  -0.13
82 H 13.557 -7.846 -8.023  0.08
83 H 12.717 -8.517 -9.449  0.11
84 H 12.462 -6.834 -8.887  0.06
85 H 15.091 -7.415 -9.453  0.07

Computed properties:
- Multiplicity: 1
- LUMO energy: -0.14 eV
- E_HOMO: -8.42 eV